Entry from the OMol25 dataset: a structure of composition C71H82BBaN8O7PSSb (wB97M-V/def2-TZVPD).

The geometry in XYZ format:
```
173
Properties=species:S:1:pos:R:3:mulliken_charge:R:1
Ba 0.1178 0.2894 0.3409 2.026
S 0.5941 5.5858 0.0426 -0.495
C 2.2356 5.0747 0.2345 1.172
C 3.4105 5.8185 0.1617 -0.656
C 4.6125 5.1611 0.3459 -0.584
C 4.6453 3.7836 0.5994 -1.089
C 3.4798 3.0466 0.6698 -0.009
C 2.2623 3.7018 0.4812 -1.297
N 1.0162 3.0871 0.5158 0.694
C 0.0524 3.9367 0.3124 -0.332
C -1.3927 3.5939 0.2871 0.081
C -2.3218 4.6365 0.3774 -0.697
C -3.6770 4.3631 0.3312 -1.554
C -4.0845 3.0419 0.1800 -0.455
C -3.1339 2.0304 0.0956 -0.921
C -1.7415 2.2344 0.1543 1.524
H 3.3846 6.8815 -0.0406 0.420
H 5.5392 5.7172 0.2855 0.406
H 5.5981 3.2882 0.7361 0.455
H 3.4838 1.9786 0.8471 0.403
H -1.9970 5.6666 0.4958 0.447
H -4.4019 5.1646 0.4068 0.327
H -5.1437 2.8051 0.1248 0.468
H -3.5132 1.0234 -0.0494 0.112
N -2.5338 -2.9022 1.5785 0.421
P -3.3050 -1.6874 0.5863 1.902
C -4.6359 -2.7630 -0.0889 0.239
C -4.7424 -2.9204 -1.4676 0.032
C -5.7060 -3.7631 -2.0134 -1.091
C -6.5706 -4.4558 -1.1830 -0.491
C -6.4758 -4.3047 0.1976 -0.820
C -5.5204 -3.4605 0.7376 -0.548
C -4.2312 -0.7384 1.8445 0.078
C -5.5290 -0.2903 1.6057 -0.385
C -6.1582 0.5515 2.5111 -0.790
C -5.4967 0.9568 3.6630 -0.919
C -4.1992 0.5273 3.8993 -0.456
C -3.5698 -0.3095 2.9887 0.298
C -1.2239 -3.3443 1.3811 -1.046
C -0.9493 -4.7177 1.4138 -0.863
C 0.3503 -5.1414 1.2497 -1.228
C 1.3602 -4.2029 1.0704 -0.620
C 1.0018 -2.8723 1.0732 -0.291
N -0.2647 -2.4369 1.2154 2.191
H -3.1460 -3.6705 1.8228 0.432
H -4.0549 -2.4012 -2.1202 0.319
H -5.7717 -3.8775 -3.0878 0.461
H -7.3188 -5.1144 -1.6055 0.380
H -7.1576 -4.8351 0.8504 0.416
H -5.4875 -3.3176 1.8136 0.362
H -6.0531 -0.5932 0.7058 0.475
H -7.1639 0.8998 2.3115 0.414
H -5.9885 1.6130 4.3697 0.383
H -3.6724 0.8517 4.7887 0.470
H -2.5469 -0.6221 3.1609 -0.387
H -1.7569 -5.4261 1.5499 0.529
H 0.5766 -6.2005 1.2552 0.377
H 2.3955 -4.4870 0.9473 0.589
H 1.7686 -2.1010 1.0219 -0.388
O 7.1902 -2.7867 -2.4778 -0.700
N 6.2062 -2.3038 -3.0087 1.106
O 6.0136 -2.2883 -4.2081 -0.626
C 5.1808 -1.6956 -2.1448 -1.353
C 4.0485 -1.1208 -2.7309 0.186
C 3.1016 -0.5531 -1.9200 -0.511
C 3.2164 -0.5491 -0.4932 0.093
O 2.3096 0.0513 0.2008 1.076
C 4.3675 -1.1827 0.0178 -0.388
C 5.3627 -1.7285 -0.7930 -0.467
N 4.5890 -1.2964 1.4596 0.688
O 3.6108 -1.2513 2.1924 -0.332
O 5.7300 -1.4567 1.8606 -0.706
N 2.1038 0.2647 -2.4617 0.384
O 0.7188 -0.0159 -2.1903 0.929
O 1.9879 0.1964 -3.8455 0.037
H 3.9221 -1.1082 -3.8020 0.623
H 6.2383 -2.1779 -0.3536 0.725
C 2.8084 -0.2487 6.4592 -1.511
C 2.7334 0.0995 4.9758 0.820
C 3.2379 1.5177 4.6966 -1.711
Sb 0.8348 -0.2021 3.9792 -1.189
C -0.4111 1.3581 4.8030 2.404
C -0.1770 2.6670 4.0425 -1.684
C -0.3451 1.5555 6.3113 -1.778
C 0.1891 -1.8115 5.2604 0.525
C 1.0076 -3.0591 4.9168 -1.242
C -1.3036 -2.1058 5.1944 -1.223
H 3.8003 0.0159 6.8431 0.477
H 2.6708 -1.3154 6.6393 0.303
H 2.0757 0.2865 7.0628 0.210
H 3.3732 -0.5937 4.4281 0.224
H 2.7345 2.2479 5.3355 0.222
H 3.0850 1.8255 3.6590 0.345
H 4.3109 1.5887 4.8996 0.484
H -1.4125 1.0045 4.5374 -1.367
H 0.8268 3.0611 4.2150 0.237
H -0.8907 3.4312 4.3681 0.500
H -0.3009 2.5521 2.9630 0.331
H 0.6420 1.9003 6.6231 0.298
H -0.5703 0.6415 6.8658 0.367
H -1.0643 2.3212 6.6250 0.467
H 0.4391 -1.4846 6.2713 0.504
H 0.7057 -3.4628 3.9455 -0.069
H 0.8541 -3.8475 5.6617 0.474
H 2.0809 -2.8595 4.8628 0.314
H -1.6043 -2.4297 4.1944 0.058
H -1.9145 -1.2405 5.4642 0.229
H -1.5610 -2.9156 5.8871 0.478
C 2.6183 3.3390 -3.7538 -1.530
C 1.4934 3.0664 -4.7530 2.163
C 1.6746 3.8951 -6.0276 -1.809
C 0.1298 3.3091 -4.1367 0.702
C -0.2010 4.6082 -3.7636 0.272
C -1.4583 4.9184 -3.2760 -1.491
C -2.3868 3.9041 -3.1353 -0.408
C -2.0827 2.5791 -3.4461 0.734
C -3.1675 1.5749 -3.0945 1.203
C -4.2145 1.3817 -4.1966 -1.939
C -2.6747 0.2459 -2.5450 -1.687
C -0.8135 2.2806 -3.9677 -0.860
N -0.4740 0.9469 -4.3426 0.780
B 0.4915 -0.0312 -3.7463 -0.358
N 0.0515 -1.3154 -4.4082 0.683
C -0.8849 -1.0066 -5.4125 -1.478
C -1.2012 0.2958 -5.3542 -0.972
C 0.9723 -2.3962 -4.5262 -0.486
C 1.9162 -2.3988 -5.5750 1.025
C 2.8916 -3.3843 -5.6164 -0.070
C 2.9897 -4.3357 -4.6113 -1.686
C 2.0524 -4.3371 -3.5992 -0.215
C 1.0069 -3.4074 -3.5544 -0.073
C -0.0330 -3.6957 -2.4685 2.337
C -1.0696 -2.6403 -2.1113 -1.325
C -0.7844 -4.9836 -2.8393 -2.064
C 1.9041 -1.3463 -6.6750 1.434
C 1.4310 -1.9690 -7.9910 -1.786
C 3.2575 -0.6592 -6.8780 -1.656
H 3.5792 3.0180 -4.1643 0.406
H 2.4582 2.7915 -2.8225 -0.013
H 2.6907 4.4062 -3.5185 0.415
H 1.5582 2.0192 -5.0294 -0.915
H 1.6639 4.9677 -5.8151 0.342
H 0.8800 3.6884 -6.7478 0.422
H 2.6316 3.6580 -6.5006 0.428
H 0.5407 5.3916 -3.8749 0.383
H -1.7045 5.9329 -2.9846 0.351
H -3.3584 4.1233 -2.7046 0.374
H -3.6872 2.0551 -2.2655 -0.630
H -3.8030 0.8575 -5.0582 0.356
H -4.6069 2.3427 -4.5360 0.417
H -5.0521 0.7873 -3.8178 0.394
H -2.4210 -0.4713 -3.3275 0.759
H -3.4635 -0.1779 -1.9222 1.166
H -1.7979 0.3869 -1.9122 -0.796
H -1.2635 -1.7516 -6.0957 0.381
H -1.8959 0.8373 -5.9747 0.843
H 3.6226 -3.3780 -6.4164 0.347
H 3.7998 -5.0551 -4.6142 0.394
H 2.1142 -5.0835 -2.8125 0.496
H 0.5373 -3.9026 -1.5571 -0.779
H -1.7412 -2.4307 -2.9452 0.580
H -0.6232 -1.6953 -1.8141 -0.137
H -1.6704 -3.0271 -1.2803 0.372
H -1.3174 -4.8413 -3.7838 0.493
H -1.5186 -5.2321 -2.0676 0.413
H -0.1133 -5.8342 -2.9626 0.405
H 1.1863 -0.5735 -6.4008 -0.361
H 2.1662 -2.6847 -8.3695 0.312
H 1.2886 -1.1986 -8.7531 0.454
H 0.4853 -2.4991 -7.8616 0.392
H 4.0268 -1.3635 -7.2048 0.365
H 3.5936 -0.1803 -5.9604 0.102
H 3.1673 0.1130 -7.6468 0.477
```

LUMO energy (eV): 1.8
Net charge: -1
E_HOMO (Ha): -0.1553
Electronic energy (eV): -129243.73869